[1]
{"formula": "C25H21BF2IN4OSW", "method": "ωB97M-V/def2-TZVPD", "species": ["W", "C", "C", "N", "N", "C", "O", "C", "C", "C", "C", "C", "C", "C", "C", "C", "C", "C", "N", "H", "H", "H", "H", "H", "H", "H", "H", "H", "H", "H", "H", "F", "B", "F", "S", "C", "C", "C", "C", "C", "C", "H", "H", "H", "H", "H", "I", "C", "C", "C", "C", "C", "N", "H", "H", "H", "H"], "coordinates": [[-0.9419, -0.6866, -0.5710], [1.3564, -0.7917, 3.4039], [0.7864, -1.0181, 2.0487], [-0.0279, -0.1296, 1.4129], [-0.2555, 1.0188, 1.9672], [-0.7271, 2.0308, 2.2545], [-2.2161, 0.8143, 0.0278], [-1.3051, 3.2841, 2.6406], [-1.0320, 4.4113, 1.8650], [-1.6329, 5.6105, 2.2034], [-2.4800, 5.6731, 3.3037], [-2.7345, 4.5473, 4.0780], [-2.1526, 3.3370, 3.7460], [1.0045, -2.1823, 1.2908], [1.8263, -3.2307, 1.7484], [2.0278, -4.3340, 0.9634], [1.4170, -4.4009, -0.2896], [0.6147, -3.3594, -0.6926], [0.3896, -2.2702, 0.0675], [0.9622, 0.1149, 3.8578], [2.4448, -0.6995, 3.3679], [1.1140, -1.6237, 4.0669], [-0.3606, 4.3419, 1.0199], [-1.4320, 6.4968, 1.6181], [-2.9498, 6.6132, 3.5608], [-3.3911, 4.6107, 4.9342], [-2.3447, 2.4479, 4.3306], [2.2941, -3.1476, 2.7184], [2.6574, -5.1418, 1.3116], [1.5488, -5.2476, -0.9462], [0.1279, -3.3933, -1.6507], [-1.4734, -2.7835, -3.1538], [-1.6911, -1.8681, -2.2419], [-2.8994, -1.2727, -2.1160], [1.2418, 0.1533, -1.3518], [2.3676, -1.1460, -1.7760], [2.1864, -1.8782, -2.9487], [3.0895, -2.8667, -3.3052], [4.1854, -3.1339, -2.4948], [4.3761, -2.4017, -1.3317], [3.4736, -1.4099, -0.9741], [1.3351, -1.6647, -3.5839], [2.9400, -3.4272, -4.2190], [4.8962, -3.8990, -2.7779], [5.2332, -2.6003, -0.7009], [3.6263, -0.8312, -0.0714], [-2.5805, -2.1860, 1.0556], [-2.3579, 1.3768, -1.1680], [-3.3731, 2.2124, -1.6198], [-3.2992, 2.5759, -2.9474], [-2.2638, 2.1101, -3.7795], [-1.3176, 1.2708, -3.2519], [-1.3767, 0.9403, -1.9508], [-4.1638, 2.5292, -0.9566], [-4.0600, 3.2223, -3.3655], [-2.2051, 2.4040, -4.8164], [-0.4775, 0.8783, -3.8103]], "lowdin_charge": [1.253, -0.003, -0.272, -0.146, 0.115, 0.130, -0.270, -0.195, -0.013, -0.050, -0.043, -0.048, -0.008, -0.279, 0.008, -0.031, -0.023, -0.139, -0.173, 0.076, 0.100, 0.098, 0.126, 0.116, 0.117, 0.117, 0.127, 0.117, 0.121, 0.121, 0.090, 0.213, -0.798, 0.097, 0.713, -0.637, -0.125, -0.073, -0.076, -0.075, -0.118, 0.102, 0.111, 0.108, 0.110, 0.104, 0.435, -0.466, 0.035, -0.019, -0.032, -0.104, -0.128, 0.129, 0.121, 0.115, 0.120], "s2": 2.028, "charge": 1, "e_homo_ha": [-0.3444, -0.4023], "largest_force_ev_per_a": 1.6, "e_above_lowest_kcal_mol": 2.6, "gap_ev": [5.37, 6.86], "multiplicity": 3, "e_tot_ha": -2246.95964, "e_lumo_ev": [-4.00, -4.08]}

---

[2]
{"formula": "C25H21BiI2N2O2S", "method": "ωB97M-V/def2-TZVPD", "species": ["Bi", "I", "C", "C", "C", "I", "C", "O", "C", "C", "N", "C", "C", "C", "C", "C", "C", "N", "C", "H", "H", "H", "H", "H", "H", "H", "H", "H", "H", "H", "O", "S", "C", "C", "C", "C", "C", "C", "C", "C", "C", "C", "C", "C", "H", "H", "H", "H", "H", "H", "H", "H", "H", "H"], "coordinates": [[0.3593, -0.1337, -0.6106], [6.2276, 0.1239, 4.5706], [4.9380, 0.0547, 2.9346], [5.3213, 0.5922, 1.7112], [4.4527, 0.5420, 0.6338], [4.9782, 1.4024, -1.1923], [3.2031, -0.0634, 0.7567], [2.3960, -0.1654, -0.3270], [2.8156, -0.5782, 1.9935], [1.4608, -1.2034, 2.1365], [0.3650, -0.2590, 1.6828], [0.4403, 1.0862, 2.3201], [0.4565, 2.2492, 1.3549], [0.5520, 3.5436, 1.8297], [0.5870, 4.5966, 0.9320], [0.5160, 4.3410, -0.4328], [0.4212, 3.0372, -0.8495], [0.3954, 2.0179, 0.0346], [3.6838, -0.5161, 3.0782], [6.2951, 1.0495, 1.5962], [1.3756, -2.1089, 1.5264], [1.2775, -1.4778, 3.1748], [-0.5247, -0.6918, 1.9238], [-0.3912, 1.2080, 3.0142], [1.3586, 1.1325, 2.9030], [0.6065, 3.7213, 2.8970], [0.6725, 5.6134, 1.2935], [0.5397, 5.1385, -1.1617], [0.3646, 2.7793, -1.9013], [3.3816, -0.9281, 4.0354], [-1.9792, 0.2362, -0.1334], [-3.0134, 0.4535, 0.9852], [-4.6092, 0.2807, 0.2420], [-5.5943, 1.1287, 0.7307], [-6.8872, 0.9930, 0.2432], [-7.1638, 0.0339, -0.7202], [-6.1559, -0.7926, -1.2126], [-4.8641, -0.6766, -0.7316], [-2.9030, -1.0321, 1.9798], [-2.4957, -2.2320, 1.4062], [-2.3965, -3.3578, 2.2100], [-2.6968, -3.2748, 3.5674], [-3.1032, -2.0704, 4.1255], [-3.2070, -0.9352, 3.3310], [-5.3597, 1.8797, 1.4769], [-7.6720, 1.6414, 0.6099], [-8.1726, -0.0677, -1.1001], [-6.3814, -1.5316, -1.9707], [-4.0715, -1.3038, -1.1205], [-2.2801, -2.2882, 0.3445], [-2.1012, -4.3039, 1.7732], [-2.6176, -4.1575, 4.1897], [-3.3406, -2.0117, 5.1805], [-3.5427, 0.0056, 3.7574]], "lowdin_charge": [1.967, 0.953, -0.726, -0.191, -0.636, 0.973, -0.413, -0.450, -0.199, -0.104, -0.152, -0.083, -0.233, 0.027, 0.017, 0.000, -0.079, -0.086, -0.107, 0.095, 0.133, 0.141, 0.072, 0.146, 0.142, 0.142, 0.136, 0.133, 0.132, 0.109, -0.743, 1.058, -0.393, -0.076, -0.045, -0.034, -0.041, -0.062, -0.412, -0.099, -0.045, -0.038, -0.041, -0.071, 0.113, 0.121, 0.122, 0.121, 0.111, 0.105, 0.121, 0.123, 0.123, 0.121], "charge": 2, "e_homo_ha": -0.4809, "largest_force_ev_per_a": 0.4, "gap_ev": 5.89, "multiplicity": 1, "e_tot_ha": -2432.90496, "e_lumo_ev": -7.19}

---

[3]
{"formula": "C25H21Br2ClN2NbO10", "method": "ωB97M-V/def2-TZVPD", "species": ["Nb", "O", "C", "O", "C", "C", "C", "C", "C", "O", "C", "C", "O", "O", "H", "H", "H", "H", "H", "H", "H", "H", "Br", "C", "C", "C", "Br", "C", "C", "C", "C", "N", "C", "C", "O", "H", "H", "H", "H", "O", "Cl", "O", "O", "O", "C", "C", "C", "C", "C", "C", "C", "C", "N", "H", "H", "H", "H", "H", "H", "H", "H", "H"], "coordinates": [[-0.0154, -0.8340, -0.4883], [0.7919, 2.8238, 0.5139], [1.2493, 1.7272, 0.8287], [0.5209, 0.6538, 0.7598], [2.6846, 1.4693, 1.4038], [2.7487, 1.0996, 2.8892], [4.2307, 1.1110, 3.3079], [4.7807, -0.3017, 2.8471], [3.6676, -0.7206, 1.9278], [2.4131, -0.3565, 2.7495], [3.5298, 0.3149, 0.7581], [3.1612, -0.1358, -0.7372], [4.0860, -0.2094, -1.5570], [1.9895, -0.5363, -1.0477], [3.1608, 2.3990, 1.1904], [2.0640, 1.6106, 3.5035], [4.7240, 2.0544, 3.0232], [4.2796, 1.1165, 4.4456], [5.7382, -0.2634, 2.3484], [4.8494, -0.9876, 3.7195], [3.7744, -1.7983, 1.6342], [4.5245, 0.7625, 0.6292], [-2.2541, -4.1668, -3.9927], [-1.9392, -2.3547, -4.1415], [-2.4324, -1.6874, -5.2614], [-2.2412, -0.2952, -5.5044], [-3.3643, 0.6924, -6.6179], [-1.3450, 0.4113, -4.6325], [-1.1031, 1.7992, -4.7864], [-0.5087, 2.4909, -3.7344], [-0.1152, 1.7954, -2.5667], [-0.2846, 0.4398, -2.4126], [-0.8432, -0.2757, -3.4492], [-1.2353, -1.6183, -3.1540], [-0.7752, -2.1174, -2.0289], [-3.0334, -2.1893, -5.9543], [-1.5113, 2.2943, -5.7184], [-0.4354, 3.5917, -3.5744], [0.1861, 2.2991, -1.6502], [2.6413, -3.3473, 0.0491], [1.3773, -3.8128, 0.5037], [1.3915, -3.9754, 1.9195], [0.8368, -4.8522, -0.2855], [0.4293, -2.6443, 0.2463], [-1.7997, -1.8178, 3.0060], [-2.4417, -0.5321, 2.5283], [-3.1078, 0.2590, 3.4843], [-3.7472, 1.4429, 3.1647], [-3.8522, 1.8273, 1.8134], [-3.3008, 1.0747, 0.7994], [-3.3926, 1.5501, -0.6321], [-2.4708, -0.0687, 1.1652], [-1.6214, -0.5986, 0.2736], [-0.8954, -1.6054, 3.6095], [-1.4985, -2.4308, 2.2003], [-2.4933, -2.3727, 3.6544], [-3.1328, 0.0282, 4.5631], [-4.1218, 2.0845, 3.9223], [-4.4438, 2.7020, 1.5820], [-4.4251, 1.4485, -1.0914], [-2.6221, 0.9457, -1.1850], [-3.0269, 2.5871, -0.7606]], "lowdin_charge": [1.937, 0.045, -0.519, -0.196, -0.125, -0.222, -0.109, -0.122, -0.197, -0.089, -0.073, -0.542, 0.030, -0.196, 0.130, 0.140, 0.113, 0.119, 0.109, 0.121, 0.152, 0.136, 0.817, -0.651, -0.161, -0.646, 0.778, -0.190, -0.044, -0.037, -0.060, 0.011, -0.125, -0.361, -0.225, 0.069, 0.083, 0.120, 0.096, -0.297, 0.732, -0.282, -0.264, -0.541, -0.041, -0.191, -0.079, -0.107, -0.075, -0.213, -0.057, -0.256, -0.167, 0.094, 0.037, 0.081, 0.111, 0.077, 0.101, 0.095, 0.048, 0.080], "charge": -1, "e_homo_ha": -0.1846, "largest_force_ev_per_a": 3.6, "e_above_lowest_kcal_mol": 35.2, "gap_ev": 6.40, "multiplicity": 1, "e_tot_ha": -7492.32811, "e_lumo_ev": 1.38}